[1]
The following is a DFT calculation (ωB97M-V/def2-TZVPD) of C4H6O2 in the gas phase.

Cartesian coordinates (Å):
O (-1.2710, -0.1471, -1.5689)
C (-1.4410, -0.5904, -0.4569)
C (-0.5702, -0.2524, 0.7258)
C (0.5504, 0.7346, 0.3858)
C (1.4726, 0.1588, -0.6730)
O (2.3549, -0.6231, -0.4050)
H (-2.2733, -1.2949, -0.2504)
H (-0.1515, -1.1899, 1.1169)
H (-1.2197, 0.1403, 1.5202)
H (0.1237, 1.6806, 0.0371)
H (1.1474, 0.9182, 1.2849)
H (1.2777, 0.4654, -1.7165)

Calculated values
ΔE to the lowest compared entry with this formula, charge and spin, kJ/mol: 97.1
Frontier orbital gap, eV: 10.7
LUMO energy, eV: 0.8
E_HOMO, eV: -9.806
SMILES: O=CCCC=O


[2]
The following is a DFT calculation (ωB97M-V/def2-TZVPD) of C4H6O2 in the gas phase.

Cartesian coordinates (Å):
O (2.0339, -0.1442, 1.4275)
C (1.9163, 0.0912, 0.2484)
C (0.6402, -0.1111, -0.5343)
C (-0.5722, -0.3241, 0.3428)
C (-1.8480, 0.3317, 0.0562)
O (-1.6494, -1.0404, -0.2446)
H (2.7797, 0.4665, -0.3422)
H (0.7837, -1.0027, -1.1605)
H (0.5132, 0.7319, -1.2257)
H (-0.3459, -0.6115, 1.3690)
H (-2.5447, 0.5463, 0.8654)
H (-1.9270, 0.9836, -0.8152)

Calculated values
ΔE to the lowest compared entry with this formula, charge and spin, kJ/mol: 193.2
Frontier orbital gap, eV: 11.0
LUMO energy, eV: 0.9
E_HOMO, eV: -10.028
SMILES: O=CC[C@H]1CO1


[3]
The following is a DFT calculation (ωB97M-V/def2-TZVPD) of C4H6O2 in the gas phase.

Cartesian coordinates (Å):
C (-1.5870, 0.5495, 0.4021)
C (-0.6476, -0.4812, -0.1313)
O (0.1143, -0.5398, -1.3017)
C (0.8083, -0.5413, 0.0233)
C (1.9391, 0.3843, -0.2959)
O (3.0659, 0.1582, 0.0648)
H (-1.6872, 0.2575, 1.4574)
H (-1.2227, 1.5764, 0.3542)
H (-2.5713, 0.4593, -0.0635)
H (-1.0293, -1.4938, 0.0001)
H (1.1263, -1.4250, 0.5952)
H (1.6913, 1.0960, -1.1045)

Calculated values
ΔE to the lowest compared entry with this formula, charge and spin, kJ/mol: 274.7
Frontier orbital gap, eV: 10.8
LUMO energy, eV: 0.6
E_HOMO, eV: -10.167
SMILES: C[C@H]1O[C@H]1C=O


[4]
The following is a DFT calculation (ωB97M-V/def2-TZVPD) of C4H6O2 in the gas phase.

Cartesian coordinates (Å):
C (-1.4415, -0.3715, 0.4354)
C (-0.0626, 0.1572, 0.8304)
C (0.4937, 0.7219, -0.4728)
O (-0.0099, 1.6016, -1.1386)
C (1.6825, -0.0720, -1.0189)
O (2.1027, -1.0097, -0.3881)
H (-2.0707, 0.4720, 0.1493)
H (-1.3246, -1.0220, -0.4403)
H (-1.9283, -0.9565, 1.2194)
H (0.5517, -0.6599, 1.2240)
H (-0.0970, 0.9320, 1.6031)
H (2.1040, 0.2068, -2.0030)

Calculated values
ΔE to the lowest compared entry with this formula, charge and spin, kJ/mol: 109.4
Frontier orbital gap, eV: 9.3
LUMO energy, eV: -0.5
E_HOMO, eV: -9.820
SMILES: CCC(=O)C=O


[5]
The following is a DFT calculation (ωB97M-V/def2-TZVPD) of C4H6O2 in the gas phase.

Cartesian coordinates (Å):
C (1.0568, 1.4991, 0.7000)
C (0.3616, 0.5302, 0.2530)
C (0.7049, -0.8283, -0.4154)
O (-0.4986, -1.3884, -0.8284)
C (-1.6524, -0.6349, -0.2625)
O (-0.9748, 0.5760, 0.0077)
H (0.4986, 2.4319, 0.9511)
H (2.2637, 1.5605, 1.0671)
H (1.2529, -1.2909, 0.3487)
H (1.5398, -0.6499, -1.1457)
H (-2.1988, -1.0983, 0.5891)
H (-2.3535, -0.7070, -1.2648)

Calculated values
ΔE to the lowest compared entry with this formula, charge and spin, kJ/mol: 344.3
Frontier orbital gap, eV: 10.1
LUMO energy, eV: 1.0
E_HOMO, eV: -9.148
SMILES: C=C1COCO1


[6]
The following is a DFT calculation (ωB97M-V/def2-TZVPD) of a molecular structure, C4H6O2.

Cartesian coordinates (Å):
C (-1.5937, -0.1004, 0.2831)
C (-0.2769, -0.1833, -0.4480)
C (0.8670, 0.7672, -0.0741)
C (1.6473, -0.5269, 0.1022)
O (2.7800, -0.8607, 0.2683)
O (0.5508, -1.3263, -0.0507)
H (-1.4535, 0.0399, 1.3591)
H (-2.1805, -1.0105, 0.1261)
H (-2.1682, 0.7455, -0.1111)
H (-0.4355, -0.2552, -1.5277)
H (1.2455, 1.4673, -0.8201)
H (0.7154, 1.2819, 0.8800)

Calculated values
ΔE to the lowest compared entry with this formula, charge and spin, kJ/mol: 49.7
Frontier orbital gap, eV: 11.4
LUMO energy, eV: 0.9
E_HOMO, eV: -10.520


[7]
The following is a DFT calculation (ωB97M-V/def2-TZVPD) of C4H6O2 in the gas phase.

Cartesian coordinates (Å):
O (0.1807, 1.2931, 0.5597)
C (0.0763, 1.6587, 1.8290)
C (-0.2883, -0.0881, 0.6849)
C (0.3529, -0.7720, -0.4845)
C (-0.3674, -0.4412, -1.7664)
O (-1.5125, -0.0557, -1.7968)
H (1.0896, 2.0589, 2.0527)
H (-1.3771, -0.1173, 0.7179)
H (0.1184, -0.5085, 1.6143)
H (1.4060, -0.4683, -0.5443)
H (0.3331, -1.8555, -0.3312)
H (0.2121, -0.5902, -2.6962)

Calculated values
ΔE to the lowest compared entry with this formula, charge and spin, kJ/mol: 478.2
Frontier orbital gap, eV: 8.7
LUMO energy, eV: 0.2
E_HOMO, eV: -8.459


[8]
The following is a DFT calculation (ωB97M-V/def2-TZVPD) of C4H6O2 in the gas phase.

Cartesian coordinates (Å):
O (1.6779, 1.0123, 0.3036)
C (0.6466, 0.4583, 0.9450)
C (0.5741, -0.9849, 0.4835)
C (-0.2412, -0.5123, -0.6890)
O (-1.5867, -0.8298, -0.8912)
C (-1.3461, 0.4534, -0.3281)
H (1.6889, 1.9402, 0.5817)
H (1.5419, -1.4257, 0.2281)
H (0.0040, -1.6095, 1.1761)
H (0.3378, -0.2736, -1.5933)
H (-1.8574, 0.5928, 0.6366)
H (-1.4365, 1.3100, -0.9893)

Calculated values
ΔE to the lowest compared entry with this formula, charge and spin, kJ/mol: 461.2
Frontier orbital gap, eV: 9.4
LUMO energy, eV: 0.9
E_HOMO, eV: -8.528


[9]
The following is a DFT calculation (ωB97M-V/def2-TZVPD) of 2 unconnected molecules or ions with the total composition C4H6O2.

Cartesian coordinates (Å):
O (3.3313, 0.2587, 0.0434)
C (0.4625, 0.1391, 0.1310)
C (-0.8008, 0.8776, -0.2200)
C (-1.6762, -0.3420, -0.4362)
C (-0.6361, -0.7900, 0.5728)
O (-0.6117, 0.5562, 1.2317)
H (3.3397, -0.1962, -0.8059)
H (2.3725, 0.3039, 0.2394)
H (-0.9224, 1.9307, -0.4585)
H (-2.7218, -0.2925, -0.1148)
H (-1.5688, -0.8003, -1.4229)
H (-0.5683, -1.6451, 1.2399)

Calculated values
ΔE to the lowest compared entry with this formula, charge and spin, kJ/mol: 577.8
Frontier orbital gap, eV: 10.1
LUMO energy, eV: 0.8
E_HOMO, eV: -9.327


[10]
The following is a DFT calculation (ωB97M-V/def2-TZVPD) of C4H6O2 in the gas phase.

Cartesian coordinates (Å):
C (2.3076, -0.2301, -0.3595)
C (1.0119, -0.2756, -0.1791)
C (-0.1732, 0.0123, 0.3049)
O (-0.2488, 0.9933, 1.2652)
C (-1.5444, -0.4966, -0.0252)
O (-2.3359, 0.5127, -0.6185)
H (2.9935, -0.8088, 0.2552)
H (2.7396, 0.4450, -1.0965)
H (0.6604, 1.1608, 1.5579)
H (-1.5063, -1.4134, -0.6266)
H (-2.0371, -0.7327, 0.9217)
H (-1.8672, 0.8331, -1.3996)

Calculated values
ΔE to the lowest compared entry with this formula, charge and spin, kJ/mol: 259.9
Frontier orbital gap, eV: 9.7
LUMO energy, eV: 0.7
E_HOMO, eV: -8.987
SMILES: C=C=C(O)CO


[11]
The following is a DFT calculation (ωB97M-V/def2-TZVPD) of C4H6O2 in the gas phase.

Cartesian coordinates (Å):
O (-1.4537, 2.0688, 0.6802)
C (-1.2822, 1.2972, -0.2327)
C (-1.2511, -0.1953, 0.0003)
C (0.1368, -0.6798, -0.2533)
C (1.2599, -0.4223, 0.4018)
O (2.4105, -0.7354, -0.2579)
H (-1.0865, 1.6583, -1.2667)
H (-1.6075, -0.3232, 1.0209)
H (-1.8850, -0.7438, -0.7015)
H (0.2988, -1.2164, -1.1750)
H (1.3331, -0.0278, 1.4179)
H (3.1480, -0.7526, 0.3514)

Calculated values
ΔE to the lowest compared entry with this formula, charge and spin, kJ/mol: 160.5
Frontier orbital gap, eV: 9.7
LUMO energy, eV: 0.8
E_HOMO, eV: -8.926
SMILES: O=CC/C=C/O


[12]
The following is a DFT calculation (ωB97M-V/def2-TZVPD) of C4H6O2 in the gas phase.

Cartesian coordinates (Å):
C (-1.7028, -0.2490, 0.2889)
C (-0.3762, -0.2373, 1.0446)
C (0.8590, 0.2928, 0.4003)
O (0.7433, 0.2606, -0.9159)
C (2.0638, 0.4978, -1.3808)
O (2.6373, -0.3127, -2.0280)
H (-1.9919, 0.7665, 0.0002)
H (-1.6526, -0.8566, -0.6185)
H (-2.4955, -0.6502, 0.9280)
H (-0.0595, -1.2612, 1.3149)
H (-0.4552, 0.2766, 2.0082)
H (2.4303, 1.4728, -1.0418)

Calculated values
ΔE to the lowest compared entry with this formula, charge and spin, kJ/mol: 309.6
Frontier orbital gap, eV: 9.6
LUMO energy, eV: 0.6
E_HOMO, eV: -9.049


[13]
The following is a DFT calculation (ωB97M-V/def2-TZVPD) of a molecular structure, C4H6O2.

Cartesian coordinates (Å):
O (-0.6146, -1.6773, 1.9427)
C (-0.6278, -1.1474, 0.8887)
C (-1.3965, -0.4437, -0.0236)
C (0.3842, 1.1155, -0.1997)
C (1.1524, -0.0451, -0.4727)
O (1.0447, -1.0555, 0.3179)
H (-1.2974, -0.6422, -1.0847)
H (-2.3820, -0.1953, 0.3493)
H (0.2436, 1.8736, -0.9690)
H (0.1296, 1.3745, 0.8186)
H (1.8061, 1.0150, -0.0852)
H (1.5577, -0.1722, -1.4822)

Calculated values
ΔE to the lowest compared entry with this formula, charge and spin, kJ/mol: 478.8
Frontier orbital gap, eV: 8.3
LUMO energy, eV: 0.2
E_HOMO, eV: -8.082


[14]
The following is a DFT calculation (ωB97M-V/def2-TZVPD) of C4H6O2 in the gas phase.

Cartesian coordinates (Å):
C (1.7885, 0.5766, -0.0040)
O (1.5911, -0.6511, -0.3503)
C (0.6653, -0.1987, 0.5700)
C (-0.4760, 0.0658, -0.2531)
C (-1.7888, -0.5882, -0.0660)
O (-1.7782, 0.8249, 0.1115)
H (1.5171, 1.4662, -0.7442)
H (2.7387, 0.7398, 0.5908)
H (0.5251, -0.5578, 1.5518)
H (-0.2739, 0.4097, -1.2046)
H (-2.4479, -0.9121, -0.8690)
H (-2.0609, -1.1750, 0.6672)

Calculated values
ΔE to the lowest compared entry with this formula, charge and spin, kJ/mol: 448.2
Frontier orbital gap, eV: 11.3
LUMO energy, eV: 1.1
E_HOMO, eV: -10.232
SMILES: C1O[C@@H]1[C@H]1CO1


[15]
The following is a DFT calculation (ωB97M-V/def2-TZVPD) of 2 unconnected molecules or ions with the total composition C4H6O2.

Cartesian coordinates (Å):
C (-2.5410, -0.1149, -0.0801)
C (-1.0525, 0.1352, -0.0024)
O (-0.4812, 1.1975, 0.0416)
O (-0.1486, -0.9486, 0.1749)
H (-2.9166, 0.8809, -0.4034)
H (-2.8270, -1.2255, -0.5837)
H (-2.7728, -0.0891, 1.1005)
H (0.7987, -0.5997, 0.0041)
C (2.6192, 0.7190, 0.0387)
C (3.2485, -0.3700, 0.0211)
H (1.9913, 1.5868, 0.0875)
H (4.0821, -1.1715, -0.3988)

Calculated values
ΔE to the lowest compared entry with this formula, charge and spin, kJ/mol: 361.7
Frontier orbital gap, eV: 11.2
LUMO energy, eV: 0.9
E_HOMO, eV: -10.250
SMILES: CC(=O)O.C#C


[16]
The following is a DFT calculation (ωB97M-V/def2-TZVPD) of C4H6O2 in the gas phase.

Cartesian coordinates (Å):
C (-1.8659, -0.0361, -0.4214)
C (-0.6637, 0.7080, 0.1327)
O (-0.7013, 1.8668, 0.4789)
C (0.5519, -0.1660, 0.5000)
C (1.9671, -0.1314, -0.0448)
O (0.2653, -0.9407, 1.3899)
H (-2.3119, 0.5486, -1.2316)
H (-1.6037, -1.0353, -0.7791)
H (-2.6218, -0.1475, 0.3652)
H (2.5474, -0.7538, 0.6428)
H (2.0315, -0.5932, -1.0388)
H (2.4115, 0.8666, -0.1021)

Calculated values
ΔE to the lowest compared entry with this formula, charge and spin, kJ/mol: 85.4
Frontier orbital gap, eV: 10.1
LUMO energy, eV: 0.6
E_HOMO, eV: -9.518
SMILES: CC(=O)C(C)=O


[17]
The following is a DFT calculation (ωB97M-V/def2-TZVPD) of C4H6O2 in the gas phase.

Cartesian coordinates (Å):
O (1.0786, 1.3716, 1.4089)
C (0.1604, 0.5869, 1.4209)
C (-0.2889, -0.1723, 0.2157)
O (-1.2856, -1.1213, 0.4404)
C (-0.3693, 0.5563, -1.0996)
C (0.7869, -0.3504, -0.8357)
H (-0.4001, 0.3671, 2.3553)
H (-0.9047, -1.8740, 0.9099)
H (-0.2110, 1.6308, -1.1002)
H (-1.1381, 0.1802, -1.7714)
H (1.7324, 0.1198, -0.5765)
H (0.8394, -1.2947, -1.3678)

Calculated values
ΔE to the lowest compared entry with this formula, charge and spin, kJ/mol: 154.6
Frontier orbital gap, eV: 10.6
LUMO energy, eV: 0.7
E_HOMO, eV: -9.845
SMILES: O=CC1(O)CC1


[18]
The following is a DFT calculation (ωB97M-V/def2-TZVPD) of C4H6O2 in the gas phase.

Cartesian coordinates (Å):
O (2.2173, -0.8808, -0.1880)
C (1.1350, -0.3807, -0.8093)
O (0.9782, 1.1606, -0.5972)
C (0.0196, 0.2475, -0.1802)
C (-0.7543, 0.1401, 1.0680)
C (-1.4483, 0.2678, -0.2879)
H (2.2082, -0.4456, 0.6671)
H (1.0688, -0.8322, -1.7923)
H (-0.7959, -0.8176, 1.5800)
H (-0.7769, 1.0146, 1.7091)
H (-1.9172, 1.2220, -0.5113)
H (-1.9567, -0.6032, -0.6883)

Calculated values
ΔE to the lowest compared entry with this formula, charge and spin, kJ/mol: 279.8
Frontier orbital gap, eV: 10.6
LUMO energy, eV: 0.9
E_HOMO, eV: -9.647
SMILES: O[C@@H]1OC12CC2


[19]
The following is a DFT calculation (ωB97M-V/def2-TZVPD) of C4H6O2 in the gas phase.

Cartesian coordinates (Å):
O (-2.3808, -1.0046, 1.2705)
C (-1.4968, -0.2518, 1.6325)
C (-0.2981, 0.0691, 0.8298)
C (-0.0735, -0.4979, -0.3575)
C (1.0847, -0.1053, -1.2320)
O (1.5686, 1.1875, -0.9418)
H (-1.5638, 0.2643, 2.6111)
H (0.4049, 0.7966, 1.2313)
H (-0.7749, -1.2465, -0.7271)
H (0.7982, -0.2026, -2.2906)
H (1.9275, -0.7877, -1.0697)
H (0.8041, 1.7788, -0.9566)

Calculated values
ΔE to the lowest compared entry with this formula, charge and spin, kJ/mol: 148.4
Frontier orbital gap, eV: 10.1
LUMO energy, eV: 0.0
E_HOMO, eV: -10.052
SMILES: O=C/C=C/CO


[20]
The following is a DFT calculation (ωB97M-V/def2-TZVPD) of C4H6O2 in the gas phase.

Cartesian coordinates (Å):
C (1.7178, 0.4771, -0.6721)
C (0.4391, 0.6441, 0.1241)
O (0.0509, 1.7338, 0.4873)
C (-0.3970, -0.5941, 0.4273)
C (-1.8432, -0.3894, 0.0038)
O (-2.5445, -1.2761, -0.4158)
H (2.0568, -0.5632, -0.7064)
H (2.4961, 1.1195, -0.2470)
H (1.5305, 0.8178, -1.6997)
H (-0.0009, -1.5081, -0.0232)
H (-0.4345, -0.7313, 1.5203)
H (-2.2116, 0.6486, 0.1321)

Calculated values
ΔE to the lowest compared entry with this formula, charge and spin, kJ/mol: 77.2
Frontier orbital gap, eV: 10.6
LUMO energy, eV: 0.7
E_HOMO, eV: -9.832
SMILES: CC(=O)CC=O